{"formula": "C4H10NO4S", "method": "wB97M-V/def2-TZVPD", "orbital_gap_ev": 6.512, "energy_ev": -24826.91359, "e_lumo_ha": 0.11664, "de_lowest_ev": 0.000, "homo_energy_ev": -3.3, "charge": -1, "symbols": ["O", "C", "N", "C", "C", "S", "C", "O", "H", "H", "H", "H", "H", "H", "H", "H", "O", "H", "H", "O"], "positions_angstrom": [[0.856425, 0.114190, 2.584127], [0.790843, 1.227854, 2.090285], [0.613356, 1.508771, 0.788848], [0.910636, 0.527773, -0.243669], [2.252639, 0.887847, -0.877174], [2.214871, 2.608647, -1.578325], [-0.228911, 0.570502, -1.245797], [-1.139099, -0.231691, -1.193046], [0.845943, 2.118381, 2.725714], [0.730433, 2.464238, 0.458179], [0.876810, -0.473006, 0.185045], [2.997940, 0.939921, -0.094402], [2.532156, 0.208078, -1.675948], [-0.262848, 1.399092, -1.963938], [-1.481441, -3.421357, -0.298882], [-2.514876, -3.017425, -1.333859], [-2.025671, -3.778759, -1.005096], [-2.148644, -1.676828, 1.284840], [-2.899696, -0.507926, 0.640823], [-2.920865, -1.468301, 0.752274]], "atomic_forces_ev_per_a": [[0.1, -0.1, 0.0], [-0.2, -0.2, 0.1], [-0.1, -0.1, 0.1], [0.0, 0.0, -0.6], [-0.2, 1.3, -0.4], [-0.1, -0.1, 0.1], [-0.6, -0.2, 0.4], [0.2, 0.0, -0.2], [-0.1, 0.3, 0.0], [0.3, 0.0, 0.0], [0.1, 0.1, 0.2], [0.3, -0.6, 0.2], [0.0, -0.3, 0.1], [0.3, 0.1, -0.1], [-0.1, 0.2, -0.1], [0.1, 0.1, 0.2], [0.0, -0.3, -0.2], [0.1, 0.2, 0.0], [0.3, -0.3, -0.1], [-0.4, 0.1, 0.2]], "nbo_charge": [-0.657, 0.531, -0.619, -0.190, -0.521, -0.726, 0.448, -0.578, 0.100, 0.433, 0.226, 0.202, 0.198, 0.152, 0.469, 0.484, -0.953, 0.471, 0.480, -0.950]}

---

{"formula": "C4H8O2", "method": "wB97M-V/def2-TZVPD", "orbital_gap_ev": 10.842, "energy_ev": -8372.47088, "e_lumo_ha": 0.03002, "de_lowest_ev": 0.811, "smiles": "CCC(=O)CO", "homo_energy_ev": -10.0, "symbols": ["C", "C", "C", "O", "C", "O", "H", "H", "H", "H", "H", "H", "H", "H"], "positions_angstrom": [[0.603622, 1.102725, -1.708531], [-0.117668, 0.864634, -0.389578], [0.039296, -0.541154, 0.153316], [0.692084, -1.402229, -0.398507], [-0.618578, -0.820679, 1.499510], [-0.496250, -2.149078, 1.903004], [1.674081, 0.903341, -1.609505], [0.474439, 2.140048, -2.032599], [0.217956, 0.446203, -2.493151], [-1.191443, 1.079544, -0.479364], [0.249110, 1.552275, 0.385729], [-0.161724, -0.128757, 2.228813], [-1.685093, -0.568450, 1.440629], [0.320166, -2.478424, 1.500234]], "atomic_forces_ev_per_a": [[0.0, 0.0, -0.1], [0.0, 0.0, 0.0], [0.2, -0.1, 0.0], [-0.2, 0.3, 0.3], [-0.1, 0.3, -0.1], [0.2, -0.1, 0.0], [-0.1, 0.0, 0.0], [0.0, -0.2, 0.1], [0.1, 0.1, 0.1], [0.1, -0.1, 0.0], [-0.1, -0.1, -0.1], [-0.1, 0.0, -0.1], [0.1, 0.0, 0.0], [-0.1, -0.1, -0.1]], "nbo_charge": [-0.604, -0.512, 0.574, -0.555, -0.163, -0.701, 0.219, 0.211, 0.218, 0.227, 0.227, 0.179, 0.196, 0.483]}

---

{"formula": "C24H30FFeN4O9", "method": "wB97M-V/def2-TZVPD", "orbital_gap_ev": [4.488, 4.485], "energy_ev": -86865.16480, "e_lumo_ha": [-0.07271, -0.07272], "de_lowest_ev": 1.735, "spin_multiplicity": 6, "homo_energy_ev": [-6.5, -6.5], "symbols": ["Fe", "O", "C", "C", "N", "C", "C", "O", "O", "C", "C", "O", "O", "H", "H", "H", "H", "H", "H", "H", "H", "H", "F", "C", "C", "C", "C", "O", "C", "C", "N", "C", "C", "C", "C", "C", "C", "N", "C", "C", "N", "C", "C", "C", "O", "O", "H", "H", "H", "H", "H", "H", "H", "H", "H", "H", "H", "H", "H", "H", "H", "H", "H", "H", "C", "O", "H", "H", "H"], "positions_angstrom": [[-0.129401, -0.716395, -3.109593], [-1.871965, 0.508190, -3.754319], [-1.677468, 1.363400, -4.884411], [-1.461828, 0.559525, -6.161395], [-0.311003, -0.286800, -6.043777], [-0.474103, -1.649319, -6.466444], [-1.460716, -2.405378, -5.506583], [-2.135351, -3.306101, -5.989755], [-1.486351, -1.944669, -4.323088], [0.988772, 0.295834, -6.169173], [2.036857, -0.449306, -5.294769], [3.204941, -0.412751, -5.646998], [1.547387, -1.020411, -4.259991], [-2.407281, -0.254069, -4.019427], [-0.807558, 1.972482, -4.642574], [-2.549209, 2.017040, -5.018306], [-1.391306, 1.248800, -7.018372], [-2.335849, -0.080996, -6.317111], [0.489363, -2.157558, -6.422294], [-0.898179, -1.755582, -7.473405], [0.983897, 1.315509, -5.777311], [1.363942, 0.300386, -7.202171], [-0.975873, -2.765974, 2.781298], [-0.544989, -1.515322, 2.484885], [-0.614090, -1.111383, 1.178640], [-0.226282, 0.178117, 0.819527], [-0.376725, 0.625557, -0.549899], [-1.027718, -0.047870, -1.364750], [0.252158, 1.868090, -0.868748], [0.731016, 2.651068, 0.121632], [0.677897, 2.310940, 1.451360], [0.968089, 3.310245, 2.443532], [-0.144199, 3.768216, 3.345794], [0.368487, 4.670578, 2.266256], [0.285812, 1.038307, 1.807980], [0.400702, 0.580131, 3.119801], [-0.038726, -0.689541, 3.488341], [0.099975, -1.057741, 4.862110], [-0.107950, -2.452981, 5.242940], [0.362521, -2.605180, 6.707586], [1.228282, -1.425178, 6.998130], [0.382280, -0.200937, 7.105379], [-0.518504, -0.177422, 5.847814], [0.442157, 2.311201, -2.316647], [0.546009, 3.514863, -2.528145], [0.524139, 1.368528, -3.161152], [-0.962685, -1.781430, 0.400868], [1.189790, 3.601667, -0.112148], [1.967968, 3.252836, 2.862558], [0.091056, 4.004216, 4.375091], [-1.115378, 3.313759, 3.201087], [0.967259, 5.525993, 2.542538], [-0.261409, 4.828968, 1.402415], [0.850125, 1.216986, 3.868586], [0.491335, -3.080206, 4.586963], [-1.149227, -2.775557, 5.158339], [0.923383, -3.525925, 6.847821], [-0.473828, -2.596030, 7.403866], [1.786704, -1.287804, 6.145203], [1.821287, -1.556741, 7.814425], [1.038355, 0.666929, 7.143569], [-0.202109, -0.245734, 8.021802], [-0.592447, 0.829763, 5.450379], [-1.533653, -0.509898, 6.100096], [0.661879, -3.473647, -2.619539], [0.316015, -2.237062, -2.081813], [1.547361, -3.392515, -3.262789], [-0.159120, -3.884036, -3.221326], [0.885266, -4.182695, -1.810406]], "atomic_forces_ev_per_a": [[0.7, -0.9, -2.3], [-0.2, 0.3, 0.0], [-0.3, 0.2, -0.5], [0.1, 0.1, 0.2], [0.1, -0.1, 0.5], [-0.6, -0.3, 0.4], [0.7, 0.3, -1.6], [0.0, 0.0, 0.5], [0.0, 0.0, 1.7], [0.5, -0.2, 0.0], [-0.4, 0.8, -0.8], [0.0, -0.2, 0.3], [-0.4, -0.3, 1.3], [-0.1, -0.2, -0.2], [-0.2, 0.0, -0.1], [0.0, -0.1, 0.1], [-0.1, 0.0, 0.0], [0.0, 0.1, -0.1], [0.0, 0.0, -0.1], [0.2, 0.0, -0.1], [-0.1, 0.0, -0.1], [0.0, 0.1, 0.0], [0.0, 0.0, 0.1], [0.0, -0.2, -0.2], [0.0, 0.1, -0.1], [-0.1, -0.1, 0.8], [-0.1, 0.1, -0.4], [0.2, -0.2, 0.7], [0.3, 0.1, -0.3], [-0.1, -0.3, 0.3], [0.0, 0.2, -0.3], [0.2, 0.0, 0.1], [-0.1, -0.1, 0.1], [0.0, 0.1, 0.0], [-0.1, -0.1, -0.2], [-0.2, -0.2, 0.2], [0.3, 0.6, -0.1], [-0.2, -0.2, -0.1], [0.2, 0.0, -0.1], [-0.3, -0.3, -0.3], [0.0, 0.0, 0.1], [-0.3, 0.4, -0.2], [0.0, -0.1, 0.0], [0.1, 0.0, 0.0], [0.0, 0.1, 0.1], [0.3, -0.6, 0.4], [0.0, 0.0, 0.0], [-0.1, 0.1, 0.0], [0.0, 0.0, 0.0], [0.1, 0.0, 0.0], [0.0, 0.0, -0.1], [0.0, 0.0, 0.0], [0.0, 0.0, 0.0], [0.0, 0.0, 0.0], [0.0, 0.0, 0.0], [0.0, 0.0, 0.1], [0.1, 0.1, 0.1], [0.1, 0.1, 0.1], [0.2, 0.0, 0.1], [0.0, 0.0, 0.0], [0.1, -0.1, 0.0], [0.1, -0.1, 0.0], [0.0, 0.0, 0.1], [0.0, 0.0, 0.0], [0.1, -0.2, -0.2], [-0.4, 1.1, 0.1], [0.0, 0.0, 0.0], [0.0, 0.0, 0.0], [0.0, 0.0, 0.0]], "nbo_charge": [1.942, -0.756, -0.083, -0.229, -0.477, -0.336, 0.791, -0.678, -0.856, -0.336, 0.800, -0.663, -0.831, 0.509, 0.226, 0.163, 0.181, 0.200, 0.227, 0.188, 0.226, 0.184, -0.330, 0.302, -0.175, -0.082, 0.507, -0.661, -0.282, 0.126, -0.368, -0.067, -0.431, -0.406, 0.193, -0.293, 0.169, -0.490, -0.234, -0.241, -0.500, -0.230, -0.241, 0.797, -0.680, -0.798, 0.290, 0.250, 0.211, 0.214, 0.229, 0.230, 0.243, 0.214, 0.241, 0.221, 0.243, 0.223, 0.458, 0.441, 0.230, 0.229, 0.251, 0.198, -0.246, -0.851, 0.180, 0.179, 0.144]}

---

| no. | molar mass (g mol⁻¹) |
| --- | --- |
| 1 | 168.19 |
| 2 | 88.11 |
| 3 | 593.37 |